No. 1
Formula: C4H7NO2
Source: the OMol25 dataset
Level of theory: ωB97M-V/def2-TZVPD

```
! RIJCOSX wB97M-V def2-TZVPD def2/J DEFGRID3
* xyz 0 1
C -1.29 0.95 0.49
N 0.03 0.39 0.17
C 0.27 -0.15 -1.31
O 1.22 0.70 -1.85
O -0.56 -0.69 -1.99
H 1.21 0.57 -2.81
H 0.79 0.97 0.54
H -1.52 0.83 1.54
H -1.29 2.02 0.25
H -2.03 0.45 -0.13
C 0.55 -1.04 0.83
C 0.77 -1.41 2.00
H 1.02 -2.23 2.63
H 0.82 -1.37 -0.37
*
```

Output
frontier orbital gap	7.4	eV
energy above the lowest of the compared OMol25 structures with the same formula, charge and spin	6.431	eV


No. 2
Formula: C4H7NO2
Source: the OMol25 dataset
Level of theory: ωB97M-V/def2-TZVPD

```
! RIJCOSX wB97M-V def2-TZVPD def2/J DEFGRID3
* xyz 0 1
N 1.33 1.03 0.60
C 0.74 0.09 1.38
O 0.78 0.08 2.60
C 0.03 -1.01 0.61
C -0.85 -0.64 -0.55
C -1.06 0.57 -1.33
O 0.11 -0.11 -1.65
H 1.87 1.75 1.05
H 1.28 0.95 -0.40
H -0.48 -1.66 1.33
H 0.78 -1.62 0.10
H -1.67 -1.37 -0.68
H -1.08 1.57 -0.91
H -1.77 0.38 -2.14
*
```

Output
frontier orbital gap	10.6	eV
energy above the lowest of the compared OMol25 structures with the same formula, charge and spin	2.191	eV
SMILES	NC(=O)C[C@H]1CO1


No. 3
Formula: C4H7NO2
Source: the OMol25 dataset
Level of theory: ωB97M-V/def2-TZVPD

```
! RIJCOSX wB97M-V def2-TZVPD def2/J DEFGRID3
* xyz 0 1
C 0.54 -0.38 -1.75
N -2.19 -0.21 -0.82
C -1.67 0.01 0.19
C -1.02 0.19 1.51
O 0.28 -0.34 1.55
C 1.16 0.26 0.60
O 0.57 0.50 -0.63
H 0.01 -1.33 -1.62
H -0.03 0.17 -2.50
H 1.55 -0.55 -2.13
H -1.63 -0.41 2.19
H -1.07 1.24 1.83
H 2.04 -0.39 0.60
H 1.44 1.25 0.96
*
```

Output
frontier orbital gap	11.4	eV
energy above the lowest of the compared OMol25 structures with the same formula, charge and spin	2.557	eV
SMILES	COCOCC#N


No. 4
Formula: C4H7NO2S
Source: the OMol25 dataset
Level of theory: ωB97M-V/def2-TZVPD

```
! RIJCOSX wB97M-V def2-TZVPD def2/J DEFGRID3
* xyz 0 1
C -1.98 -1.60 0.10
C -1.78 0.74 -0.18
C 1.56 -0.02 -0.14
C 2.36 1.26 -0.01
H -2.55 -2.57 -0.44
H -0.79 -2.05 -0.31
H -2.05 -1.52 1.46
H -2.31 1.62 0.06
H 3.45 0.96 0.29
H 2.36 1.75 -1.00
H 2.15 2.09 0.78
N -0.56 1.16 -0.01
O -2.46 -0.33 -0.27
O 0.12 -0.14 -0.25
S 2.49 -1.35 -0.11
*
```

Output
frontier orbital gap	8.9	eV
energy above the lowest of the compared OMol25 structures with the same formula, charge and spin	7.354	eV


No. 5
Formula: C4H7NO2S
Source: the OMol25 dataset
Level of theory: ωB97M-V/def2-TZVPD

```
! RIJCOSX wB97M-V def2-TZVPD def2/J DEFGRID3
* xyz 0 1
C -3.77 -0.03 0.28
C -3.04 -0.89 -0.33
C -0.53 -0.16 -0.35
C 2.90 0.14 0.87
N 0.45 0.23 0.34
O 2.09 1.89 -0.76
O 2.10 -0.43 -1.60
S 1.88 0.48 -0.51
H -3.51 0.98 0.61
H -4.83 -0.32 0.39
H -2.78 -1.70 -1.00
H -0.29 -0.71 -1.33
H 3.40 1.11 1.01
H 2.25 -0.07 1.63
H 3.71 -0.54 0.74
*
```

Output
frontier orbital gap (alpha / beta)	7.5 / 8.9	eV
energy above the lowest of the compared OMol25 structures with the same formula, charge and spin	7.914	eV


No. 6
Formula: C4H7NO2S
Source: the OMol25 dataset
Level of theory: ωB97M-V/def2-TZVPD

```
! RIJCOSX wB97M-V def2-TZVPD def2/J DEFGRID3
* xyz 0 1
C -0.51 -0.61 1.08
C 2.91 -1.13 -0.04
C -1.96 -0.29 -0.78
C 0.18 1.10 -0.69
N -0.83 0.07 0.04
O 3.21 -1.14 1.07
O 2.62 -1.15 -1.14
S 1.44 1.67 0.36
H 0.36 -0.33 1.66
H -1.08 -1.47 1.38
H -2.53 -1.08 -0.30
H -1.61 -0.63 -1.75
H -2.60 0.58 -0.93
H -0.44 1.87 -1.12
H 0.81 2.55 1.17
*
```

Output
frontier orbital gap (alpha / beta)	7.7 / 7.7	eV
energy above the lowest of the compared OMol25 structures with the same formula, charge and spin	3.155	eV


No. 7
Formula: C4H7NO3
Source: the OMol25 dataset
Level of theory: ωB97M-V/def2-TZVPD

```
! RIJCOSX wB97M-V def2-TZVPD def2/J DEFGRID3
* xyz 0 1
C -0.40 -1.88 -0.14
C -0.15 0.12 1.01
C 1.88 1.53 -1.26
C -1.67 0.50 0.96
H -1.45 -1.63 -0.14
H 0.12 -1.34 -0.99
H -0.34 -2.97 -0.15
H 0.38 0.60 1.82
H 2.91 1.69 -1.46
H 1.23 1.56 -2.13
H -1.67 1.52 0.67
N 1.55 1.02 -0.10
O 0.12 -1.32 1.01
O 0.23 0.80 -0.13
O -2.72 -0.20 1.03
*
```

Output
frontier orbital gap	10.2	eV
energy above the lowest of the compared OMol25 structures with the same formula, charge and spin	5.380	eV
SMILES	C=NO[C@@H](C=O)OC


No. 8
Formula: C4H7NO3
Source: the OMol25 dataset
Level of theory: ωB97M-V/def2-TZVPD

```
! RIJCOSX wB97M-V def2-TZVPD def2/J DEFGRID3
* xyz 0 1
C -0.97 1.48 0.96
C -0.27 0.44 -0.09
C 1.07 -0.07 0.38
C 0.62 -1.25 -0.46
H -0.58 2.66 0.67
H -0.50 1.08 2.13
H -2.00 1.47 0.77
H -0.04 0.57 -1.24
H 0.95 -0.16 1.45
H 2.67 -0.17 -0.99
H -2.03 -2.13 -1.20
N -0.77 -0.98 -0.12
O 2.32 0.59 0.04
O 0.99 -2.37 -0.94
O -1.46 -1.16 -1.36
*
```

Output
frontier orbital gap	9.9	eV
energy above the lowest of the compared OMol25 structures with the same formula, charge and spin	8.740	eV